Entry 1:
This record from the Open Molecules 2025 dataset describes a 14-piece molecular cluster, C48H84N12O8 overall in a non-equilibrium geometry. The level of theory is ωB97M-V/def2-TZVPD.

Structure (ORCA input):
```
! wB97M-V def2-TZVPD RIJCOSX def2/J DEFGRID3
* xyz -1 2
C 1.261 -0.845 -0.429
C 0.153 -0.029 0.218
O -0.550 0.675 -0.501
C -0.007 -0.112 1.710
H 0.843 -1.640 -1.047
H 1.764 -1.359 0.390
H 2.030 -0.288 -0.964
H 0.019 -1.120 2.123
H -0.970 0.338 1.952
H 0.765 0.498 2.179
C -1.372 -3.905 1.311
C -1.567 -3.865 2.761
O -2.205 -2.985 3.372
C -0.871 -4.947 3.570
H -2.271 -4.376 0.912
H -0.489 -4.500 1.079
H -1.131 -2.879 1.033
H -1.598 -5.713 3.841
H -0.472 -4.550 4.503
H -0.051 -5.334 2.965
C 3.811 0.823 2.753
C 3.810 1.260 1.278
O 4.440 0.596 0.447
N 3.113 2.394 0.968
C 2.999 3.012 -0.341
H 4.606 0.098 2.928
H 2.922 0.318 3.132
H 4.192 1.644 3.361
H 2.589 2.765 1.748
H 2.020 3.490 -0.374
H 3.035 2.250 -1.120
H 3.882 3.607 -0.577
C -3.533 2.694 -6.716
C -3.971 2.161 -5.340
O -5.158 2.201 -5.063
N -3.014 1.568 -4.535
C -3.261 1.104 -3.204
H -4.196 2.341 -7.506
H -2.510 2.405 -6.960
H -3.524 3.772 -6.559
H -2.085 1.906 -4.741
H -2.339 0.701 -2.785
H -3.906 0.227 -3.152
H -3.698 1.907 -2.611
C 5.767 -2.252 -1.179
C 4.923 -2.990 -0.174
O 5.074 -4.174 0.024
N 4.130 -2.276 0.667
C 3.439 -2.724 1.896
H 6.806 -2.034 -0.934
H 5.212 -1.358 -1.467
H 5.879 -2.970 -1.992
H 4.204 -1.313 0.372
H 3.562 -1.956 2.659
H 3.779 -3.663 2.334
H 2.364 -2.850 1.763
C -3.878 2.654 2.689
C -3.799 4.113 3.061
O -4.411 4.463 4.098
N -3.304 5.027 2.215
C -2.974 6.392 2.581
H -2.862 2.411 2.378
H -4.638 2.446 1.936
H -3.998 1.965 3.525
H -3.016 4.686 1.309
H -3.632 7.111 2.093
H -1.955 6.645 2.288
H -3.027 6.609 3.648
C -0.528 4.006 4.117
C 0.862 3.385 4.359
O 1.533 2.938 3.445
N 1.282 3.257 5.613
C 2.516 2.658 6.084
H -1.133 3.398 3.445
H -0.519 5.008 3.687
H -1.061 4.120 5.061
H 0.669 3.672 6.300
H 2.386 1.732 6.645
H 3.058 3.364 6.712
H 3.110 2.408 5.205
C -1.324 -3.318 -1.932
C -1.881 -2.854 -3.312
O -3.077 -2.895 -3.463
N -0.986 -2.426 -4.229
C -1.261 -1.740 -5.490
H -1.530 -2.596 -1.142
H -0.269 -3.592 -1.897
H -1.858 -4.219 -1.631
H -0.022 -2.411 -3.928
H -0.376 -1.504 -6.079
H -1.732 -0.793 -5.226
H -1.944 -2.326 -6.105
N -1.923 5.649 -1.184
C -2.885 4.645 -1.230
C -2.336 3.487 -0.636
C -1.072 3.812 -0.118
C -0.841 5.114 -0.527
H -1.986 6.572 -1.588
H -3.857 4.934 -1.600
H -2.843 2.556 -0.430
H -0.455 3.190 0.514
H -0.021 5.807 -0.412
N 1.550 -7.628 -0.859
C 1.229 -6.371 -1.274
C 1.688 -5.455 -0.384
C 2.404 -6.107 0.591
C 2.203 -7.484 0.321
H 1.404 -8.496 -1.354
H 0.709 -6.122 -2.187
H 1.578 -4.381 -0.415
H 2.817 -5.598 1.449
H 2.633 -8.363 0.778
N 2.884 -0.826 5.680
C 3.165 -2.025 5.187
C 2.050 -2.590 4.571
C 1.060 -1.582 4.682
C 1.616 -0.491 5.315
H 3.526 -0.195 6.138
H 4.180 -2.395 5.218
H 1.956 -3.589 4.170
H 0.033 -1.706 4.373
H 1.098 0.415 5.590
N 2.879 -1.336 -4.959
C 3.056 -1.359 -3.591
C 2.417 -2.511 -3.055
C 1.841 -3.177 -4.105
C 2.257 -2.523 -5.293
H 3.288 -0.642 -5.569
H 3.680 -0.585 -3.167
H 2.424 -2.829 -2.022
H 1.264 -4.090 -4.125
H 1.958 -2.729 -6.311
N -0.659 3.513 -3.733
C -0.017 2.345 -3.605
C 0.442 1.895 -4.824
C -0.099 2.786 -5.806
C -0.789 3.771 -5.085
H -0.999 4.018 -2.927
H 0.174 1.920 -2.631
H 1.021 1.015 -5.065
H 0.071 2.647 -6.864
H -1.243 4.705 -5.380
N -5.265 -0.432 2.012
C -3.963 -0.653 1.715
C -3.738 -0.393 0.381
C -4.953 0.018 -0.146
C -5.891 -0.014 0.873
H -5.683 -0.611 2.914
H -3.322 -1.003 2.510
H -2.805 -0.496 -0.153
H -5.057 0.137 -1.214
H -6.923 0.294 0.805
*
```

Properties
<S²> = 0.750
E = -85398.8019 eV
E_HOMO (spin up / spin down) = 0.012 / -0.229 Ha
LUMO level (spin up / spin down) = 1.880 / 1.858 eV



Entry 2:
This record from the Open Molecules 2025 dataset describes a 13-piece molecular cluster, C48H89N12O14 overall in a non-equilibrium geometry. The level of theory is ωB97M-V/def2-TZVPD.

Structure (ORCA input):
```
! wB97M-V def2-TZVPD RIJCOSX def2/J DEFGRID3
* xyz 1 1
C 14.791 14.550 23.054
C 13.725 14.559 21.984
N 13.178 13.162 21.545
C 11.910 13.070 21.101
C 11.708 11.754 20.717
N 12.921 11.147 20.876
C 13.800 11.984 21.416
C 13.092 9.683 20.667
H 15.064 15.555 23.467
H 15.688 14.017 22.660
H 14.372 14.070 23.917
H 14.058 15.041 21.037
H 12.874 15.178 22.193
H 11.240 13.949 21.126
H 10.913 11.199 20.273
H 14.799 11.738 21.706
H 12.322 9.385 19.955
H 12.810 9.175 21.560
H 14.112 9.496 20.306
C 16.024 16.880 12.914
C 15.371 16.651 14.292
N 14.826 17.953 14.787
C 13.576 18.366 14.454
C 13.426 19.600 14.973
N 14.622 20.048 15.434
C 15.468 18.986 15.315
C 14.895 21.283 16.081
H 15.307 17.468 12.312
H 16.357 15.980 12.434
H 16.904 17.471 13.039
H 16.113 16.244 14.988
H 14.469 16.034 14.263
H 12.865 17.763 13.940
H 12.580 20.270 14.847
H 16.539 19.034 15.613
H 15.866 21.658 15.855
H 14.762 21.202 17.160
H 14.186 22.085 15.802
C 13.852 10.053 10.878
C 15.170 9.500 11.507
N 15.869 10.393 12.421
C 16.179 11.720 12.196
C 17.192 12.117 13.035
N 17.336 11.042 13.879
C 16.548 10.026 13.489
C 18.330 10.997 14.991
H 13.311 9.203 10.525
H 14.114 10.662 10.013
H 13.248 10.525 11.651
H 15.827 9.245 10.703
H 14.895 8.617 12.032
H 15.627 12.271 11.422
H 17.815 13.031 13.200
H 16.536 9.045 13.966
H 18.203 11.984 15.451
H 19.291 10.865 14.522
H 18.134 10.145 15.664
C 20.120 11.874 17.916
C 21.167 12.676 17.164
N 21.675 12.031 15.904
C 21.969 10.719 15.770
C 22.235 10.519 14.450
N 21.890 11.662 13.805
C 21.529 12.598 14.709
C 22.179 11.955 12.433
H 19.136 11.768 17.439
H 19.924 12.370 18.876
H 20.541 10.883 18.153
H 22.008 12.736 17.863
H 20.757 13.624 16.919
H 21.972 10.040 16.591
H 22.451 9.628 13.883
H 21.200 13.599 14.486
H 21.278 11.903 11.859
H 22.866 11.188 12.132
H 22.646 12.909 12.234
C 10.753 21.039 18.766
C 9.823 21.092 17.553
N 9.841 19.762 16.873
C 9.451 19.479 15.537
C 9.657 18.180 15.264
N 10.227 17.625 16.416
C 10.222 18.609 17.370
C 10.419 16.172 16.644
H 10.178 20.881 19.679
H 11.213 21.997 18.982
H 11.472 20.224 18.660
H 10.203 21.782 16.785
H 8.785 21.282 17.807
H 9.035 20.147 14.852
H 9.511 17.559 14.394
H 10.564 18.332 18.374
H 11.044 15.647 15.945
H 9.448 15.756 16.427
H 10.691 16.069 17.710
C 14.851 12.676 15.353
C 14.351 13.133 16.751
O 13.491 12.636 17.405
N 15.007 14.447 17.124
H 15.480 14.608 16.238
H 14.280 15.138 17.294
C 15.868 14.303 18.263
H 14.596 13.457 14.660
H 14.411 11.695 15.216
H 15.954 12.589 15.391
H 15.323 13.679 18.964
H 16.005 15.290 18.697
H 16.812 13.856 18.131
C 10.395 10.064 13.626
C 10.749 11.454 13.290
O 11.409 11.722 12.332
N 10.284 12.473 14.047
H 15.361 9.555 17.388
H 10.699 13.308 13.659
C 10.507 12.624 15.471
H 9.593 9.923 14.251
H 11.216 9.606 14.097
H 10.328 9.545 12.659
H 11.549 12.531 15.781
H 9.883 12.065 16.148
H 10.278 13.670 15.630
C 14.111 7.565 17.889
C 14.786 7.984 16.541
O 15.153 7.273 15.697
O 15.085 9.241 16.448
H 14.954 7.598 18.568
H 13.652 6.597 17.988
H 13.476 8.326 18.198
C 17.567 9.583 19.093
C 16.325 10.308 19.409
O 16.140 10.552 20.605
O 15.570 10.769 18.478
H 18.479 10.186 19.069
H 17.622 8.988 18.171
H 17.540 8.855 19.888
C 18.575 16.496 14.806
C 18.236 15.032 14.395
O 19.134 14.470 13.670
O 17.203 14.550 14.915
H 19.313 16.286 15.573
H 17.764 17.010 15.306
H 18.899 17.116 13.973
C 12.027 15.590 11.867
C 11.625 15.706 13.314
O 10.724 16.432 13.673
O 12.359 15.074 14.070
H 12.478 14.628 11.630
H 12.684 16.415 11.558
H 11.127 15.721 11.213
C 18.595 16.615 20.232
C 18.877 15.389 19.323
O 18.805 15.588 18.073
O 19.065 14.258 19.855
H 18.431 16.273 21.254
H 17.655 17.114 19.993
H 19.412 17.356 20.216
C 14.571 18.145 18.570
C 13.263 17.355 18.748
O 12.311 18.004 19.243
O 13.147 16.137 18.416
H 14.316 19.063 18.028
H 15.269 17.573 17.969
H 15.041 18.528 19.500
*
```

Properties
E = -97758.4259 eV
E_HOMO = -0.322 Ha
LUMO level = -1.604 eV



> What is the formula in the second record?

C48H89N12O14